Below is 8 unconnected molecules or ions with the total composition C37H40N7O15, with properties calculated with the ωB97M-V functional and the def2-TZVPD basis.

Each line ends with the Mulliken charge.
Cartesian coordinates (Å):
O1 0.209 -1.118 0.708  -0.1491
O2 2.124 5.331 -3.924  -0.5926
O3 -4.442 1.130 2.996  -0.5729
O4 -4.795 -2.383 -2.720  -0.6112
O5 1.416 -3.640 6.783  -0.6654
O6 -6.341 1.073 2.130  -0.6363
O7 -0.320 0.709 1.875  -0.8457
O8 3.258 3.778 -2.901  -0.5847
O9 2.300 -6.212 -2.322  -0.6329
O10 -2.885 -1.412 -2.383  -0.4961
O11 9.158 -1.121 0.647  -0.5263
O12 2.607 7.429 -1.813  -0.5147
O13 1.324 0.785 0.352  -0.2296
O14 8.894 -3.315 0.186  -0.5042
O15 0.463 7.846 -2.136  -0.5986
N1 1.395 7.099 -1.685  0.9554
N2 8.431 -2.106 0.271  0.7762
N3 1.185 -4.636 -0.989  0.3846
N4 -5.111 1.359 2.045  1.0929
N5 0.558 -3.149 4.757  0.2523
N6 -3.999 -1.930 -1.944  0.8954
N7 2.258 4.184 -3.472  1.0469
C1 -1.129 2.694 -5.042  -0.6922
C2 0.348 0.071 0.997  0.6640
C3 0.907 -3.670 -1.977  -1.1117
C4 0.546 -2.303 3.573  -1.1776
C5 -2.581 2.317 -0.881  -0.3449
C6 4.545 -2.769 -0.577  -0.2238
C7 -3.051 -1.620 0.468  0.1893
C8 6.988 -1.972 0.233  0.2357
C9 -3.498 2.962 -1.812  -0.7963
C10 -3.317 -1.488 1.992  -1.3904
C11 -4.582 1.816 0.686  0.3132
C12 1.727 4.155 0.974  -0.5477
C13 -5.485 -2.507 0.004  -0.6337
C14 -0.724 4.785 0.782  -0.7939
C15 -0.301 1.053 -3.322  -0.7153
C16 0.479 -4.287 0.240  -0.8952
C17 -5.567 2.554 -0.193  -0.7417
C18 0.099 3.761 -4.898  -0.5852
C19 6.156 -2.913 -0.745  -0.7531
C20 1.259 -2.828 5.816  0.1536
C21 -4.864 3.139 -1.468  -0.4139
C22 1.751 -5.914 -1.190  -0.0214
C23 -4.599 -2.093 2.408  -0.8632
C24 -0.316 5.939 -0.122  -0.3461
C25 1.166 3.239 -3.850  -0.1310
C26 -3.144 1.795 0.412  -0.1629
C27 1.030 6.031 -0.766  0.0632
C28 3.950 -1.814 0.235  -0.2526
C29 -0.171 -4.440 4.559  -0.9386
C30 -1.260 1.487 -4.195  0.1019
C31 0.349 3.954 1.307  -0.0517
C32 4.775 -0.649 0.795  -0.3051
C33 -4.187 -1.976 -0.548  0.0235
C34 -5.612 -2.547 1.599  -0.4531
C35 0.895 2.068 -2.959  -0.1126
C36 6.353 -0.809 0.903  -0.4222
C37 2.128 5.085 -0.164  -0.5671
H1 -2.027 -1.271 0.172  0.4775
H2 -0.072 -3.737 -2.430  0.4831
H3 -5.554 3.577 -2.257  0.2681
H4 -0.483 0.170 -2.692  0.4985
H5 3.048 5.303 -0.510  0.7315
H6 -0.882 -4.628 5.566  0.2547
H7 1.792 -6.566 -0.376  0.4323
H8 0.281 4.522 -5.624  0.5279
H9 0.928 -2.685 -1.628  0.2837
H10 -6.309 -2.682 -0.713  0.4216
H11 -0.490 -2.286 3.070  0.0123
H12 3.868 -3.530 -0.853  0.2817
H13 0.594 -5.262 4.474  0.2941
H14 -2.581 -1.254 2.586  1.4609
H15 -1.611 2.483 -1.208  1.1844
H16 2.969 -1.875 0.183  0.6741
H17 0.657 -1.215 3.572  0.3763
H18 1.752 -1.764 5.765  0.2740
H19 0.091 3.273 2.151  0.4322
H20 4.111 0.266 1.427  0.1370
H21 -0.066 -5.158 0.668  0.3595
H22 -4.759 -2.216 3.485  0.3488
H23 6.901 0.108 1.261  0.3359
H24 -0.717 -4.475 3.663  0.3737
H25 -0.333 -3.551 0.112  0.0290
H26 -6.478 -3.172 1.849  0.4001
H27 1.557 1.618 -2.192  0.5359
H28 -1.252 6.625 -0.670  0.2140
H29 1.645 -3.379 -2.831  0.2874
H30 -2.221 0.894 -4.204  0.3990
H31 -1.703 4.663 1.084  0.7116
H32 2.525 3.441 1.470  0.2977
H33 1.285 -2.539 2.912  0.7364
H34 -2.534 1.245 1.240  0.1758
H35 -1.929 2.935 -5.810  0.3192
H36 -6.721 2.597 0.034  0.3196
H37 1.233 -3.881 0.846  0.4621
H38 1.232 1.664 0.613  -0.0939
H39 -3.104 3.464 -2.783  0.2619
H40 6.606 -3.729 -1.156  0.4767

Forces on atoms 1 to 3 (eV/Å):
O 0.5 -0.6 -0.7
O 0.2 -1.2 0.9
O 2.6 0.6 0.6

Properties
Kohn-Sham gap, eV: 7.183
Lowest unoccupied orbital energy, hartree: 0.0162
Total charge: -1
Energy relative to the best compared isomer or geometry (same formula, charge and spin), eV: 0.000
E, eV: -80131.875
F_max, eV/Å: 11.73

=====

Below is a molecular structure, C31H37FeGe2N2S2, with properties calculated with the ωB97M-V functional and the def2-TZVPD basis.

Each line ends with the Mulliken spin population.
Cartesian coordinates (Å):
Ge1 2.151 -1.714 2.982  -0.0398
Ge2 0.180 -0.213 2.542  -0.0442
Fe1 -0.342 -0.213 0.246  1.4796
S1 -2.541 0.152 0.220  -0.1329
S2 0.093 -2.295 -0.448  -0.1172
N1 -0.133 0.128 -2.172  0.0130
N2 -0.264 2.166 -0.167  -0.0508
C1 1.299 3.935 4.668  -0.0137
C2 -1.410 -1.015 -3.966  0.0072
C3 -3.718 3.662 1.782  0.0001
C4 1.285 0.150 -2.555  0.0016
C5 -2.275 -2.929 4.738  0.0026
C6 -0.330 2.506 -1.603  0.0114
C7 -1.312 -1.032 3.578  -0.0029
C8 -1.432 2.671 0.528  0.0093
C9 -2.540 -0.382 3.702  -0.0177
C10 -3.491 -2.272 4.838  -0.0066
C11 -0.708 -2.230 -2.009  0.0094
C12 -1.932 -3.349 -3.759  0.0063
C13 3.668 -0.997 1.918  -0.0036
C14 -1.200 -2.314 4.112  -0.0050
C15 -1.992 -2.166 -4.478  -0.0108
C16 -3.618 -0.988 4.326  0.0029
C17 -2.604 4.475 1.629  -0.0003
C18 -2.544 1.841 0.701  0.0050
C19 -0.812 1.372 -2.492  -0.0073
C20 -3.686 2.360 1.316  0.0058
C21 1.942 -3.556 2.286  -0.0010
C22 1.008 2.647 0.405  0.0119
C23 -0.771 -1.035 -2.736  -0.0211
C24 2.279 2.979 4.442  0.0045
C25 -1.478 3.980 0.992  0.0002
C26 -0.358 2.418 3.811  -0.0164
C27 -0.023 3.647 4.358  0.0092
C28 -1.293 -3.380 -2.530  -0.0052
C29 2.747 -1.918 4.865  -0.0162
C30 1.938 1.754 3.886  -0.0097
C31 0.617 1.450 3.554  -0.0521
H1 -2.666 0.616 3.305  -0.0011
H2 1.818 1.993 0.077  -0.0025
H3 0.967 2.619 1.489  0.0102
H4 -1.255 -4.291 -1.947  -0.0006
H5 -2.492 -2.133 -5.437  -0.0005
H6 1.563 4.898 5.087  -0.0009
H7 3.311 3.194 4.692  0.0002
H8 3.362 -0.931 0.872  0.0028
H9 1.248 3.669 0.091  -0.0016
H10 -0.792 4.390 4.533  0.0001
H11 -4.336 -2.757 5.310  -0.0004
H12 -1.461 -0.096 -4.538  -0.0006
H13 1.405 0.336 -3.630  -0.0006
H14 -0.619 4.628 0.867  0.0001
H15 0.664 2.818 -1.926  0.0006
H16 1.033 -4.046 2.634  0.0003
H17 -2.391 -4.248 -4.150  0.0003
H18 3.618 -2.576 4.860  -0.0028
H19 2.802 -4.142 2.617  -0.0008
H20 2.712 1.016 3.717  -0.0017
H21 3.998 -0.010 2.243  -0.0005
H22 -2.168 -3.927 5.145  0.0003
H23 1.925 -3.544 1.197  0.0000
H24 -1.881 1.213 -2.356  -0.0035
H25 1.734 -0.811 -2.317  -0.0006
H26 1.812 0.926 -1.998  -0.0020
H27 -4.543 1.709 1.441  0.0027
H28 -0.256 -2.844 4.041  -0.0015
H29 -2.609 5.490 2.004  -0.0002
H30 1.968 -2.376 5.475  0.0011
H31 -4.563 -0.463 4.401  -0.0001
H32 -4.605 4.039 2.275  -0.0002
H33 -1.397 2.213 3.582  0.0017
H34 3.026 -0.968 5.320  0.0004
H35 -1.004 3.352 -1.755  -0.0016
H36 4.517 -1.681 1.983  -0.0004
H37 -0.632 1.679 -3.532  -0.0017

Forces on atoms 1 to 3 (eV/Å):
Ge 0.1 0.0 -0.4
Ge 0.3 -0.9 1.8
Fe -0.5 1.1 -2.7

Properties
Kohn-Sham gap (spin up / spin down), eV: 6.343 / 8.079
Lowest unoccupied orbital energy (spin up / spin down), hartree: -0.0525 / 0.0123
Multiplicity: 2
Energy relative to the best compared isomer or geometry (same formula, charge and spin), eV: 0.000
E, eV: -204816.902
F_max, eV/Å: 2.92